Molecular formula: C2H9O2
Method: DFT, wB97M-V/def2-TZVPD

XYZ file:
```
13
Properties=species:S:1:pos:R:3
O 1.8823 -0.7484 -1.5074
H 0.7530 -0.7103 -0.3701
H 2.5122 -1.4785 -1.5795
H 1.8059 -0.3325 -2.3740
C -0.9911 -0.2684 0.8648
O 0.5378 -0.6402 0.6295
C -1.2067 1.1677 0.4356
H -1.4996 -0.9990 0.2406
H -1.0191 -0.6822 1.8695
H 0.9973 0.1417 0.8437
H -0.2485 1.6745 0.4891
H -1.6046 1.1642 -0.5712
H -1.9190 1.7113 1.0293
```

HOMO level (eV): -17.34
Energy above the lowest of the compared OMol25 structures with the same formula, charge and spin (kcal/mol): 10.6
Max |F| (eV/A): 2.84
E_tot (eV): -6307.12719
Frontier orbital gap (hartree): 0.5089
Net charge: +1